*a*
Formula: C6H11N2S
Source: the OMol25 dataset
Level of theory: the ωB97M-V functional and the def2-TZVPD basis

## Properties
HOMO level   -0.50187 Eh
Total charge   +1

Geometry as XYZ:
```
20
Properties=species:S:1:pos:R:3:nbo_charge:R:1
S 1.889 0.870 1.260 0.805
N -0.216 1.719 -1.886 -1.107
N 2.994 0.746 0.114 -0.467
C 1.275 -0.575 -0.696 -0.085
C 2.483 0.032 -0.958 -0.018
C -0.570 -0.605 0.931 0.425
C 0.696 -0.229 0.497 -0.359
C -0.959 -0.254 2.353 -0.681
C -1.499 -1.348 0.094 -0.689
H -1.220 -1.084 3.022 0.289
H -2.150 -0.592 -0.240 0.278
H 0.437 2.037 -2.676 0.387
H -0.563 2.517 -1.378 0.373
H 0.810 -1.250 -1.335 0.237
H -2.087 -2.022 0.767 0.264
H -0.282 0.409 2.766 0.231
H -1.033 1.323 -2.308 0.364
H -2.013 0.220 2.197 0.266
H -1.053 -1.885 -0.655 0.244
H 3.060 -0.028 -1.868 0.246
```


*b*
Formula: C6H11N2S
Source: the OMol25 dataset
Level of theory: the ωB97M-V functional and the def2-TZVPD basis

## Properties
HOMO level   -0.54087 Eh
Total charge   +1

Geometry as XYZ:
```
20
Properties=species:S:1:pos:R:3:nbo_charge:R:1
S -2.088 1.049 0.846 0.774
N -0.997 0.045 0.233 -0.393
N -1.358 -0.958 -0.427 -0.180
C 1.177 1.355 -0.686 -0.747
C 1.449 -1.148 -0.659 -0.758
C -2.685 -1.000 -0.457 -0.055
C 1.530 0.262 1.471 -0.723
C -3.327 0.022 0.224 -0.394
C 1.189 0.104 0.038 0.547
H 0.425 1.384 -1.485 0.265
H 2.002 -0.820 -1.508 0.255
H 1.849 -1.989 -0.138 0.263
H -4.331 0.347 0.246 0.271
H 0.459 -1.459 -0.967 0.320
H -3.192 -1.719 -1.093 0.252
H 0.882 0.858 2.181 0.262
H 0.798 2.143 0.004 0.239
H 1.633 -0.670 2.080 0.249
H 2.046 1.597 -1.238 0.282
H 2.540 0.599 1.336 0.272
```


Most stable = *a*


*a*
Formula: C4H6N2S
Source: the OMol25 dataset
Level of theory: the ωB97M-V functional and the def2-TZVPD basis

## Properties
SMILES string   [H]/N=C(/C=C)S/C=N/[H]
HOMO level   -0.34404 Eh
Total charge   0

Geometry as XYZ:
```
13
Properties=species:S:1:pos:R:3:nbo_charge:R:1
S -1.492 -0.078 0.340 0.206
N 1.221 0.497 0.408 -0.654
N -2.499 2.396 0.358 -0.640
C -1.510 1.638 0.296 -0.054
C 0.338 -0.315 0.185 0.201
C 1.538 -2.295 -0.684 -0.286
C 0.451 -1.643 -0.298 -0.295
H -2.401 3.396 0.384 0.359
H -0.507 -2.010 -0.096 0.201
H 1.306 1.413 0.742 0.387
H 2.453 -1.677 -0.736 0.212
H -0.511 2.012 0.102 0.149
H 1.613 -3.336 -1.001 0.214
```


*b*
Formula: C4H6N2S
Source: the OMol25 dataset
Level of theory: the ωB97M-V functional and the def2-TZVPD basis

## Properties
HOMO level (spin up / spin down)   -0.30599 / -0.30878 Eh
Total charge   0

Geometry as XYZ:
```
13
Properties=species:S:1:pos:R:3:nbo_charge:R:1
S 2.120 -0.918 -1.785 0.271
N 0.136 -0.099 0.541 -0.391
N -1.371 -2.659 -1.264 -0.189
C 0.704 -1.283 -1.158 -0.100
C 1.018 0.998 0.711 -0.449
C -0.406 -2.037 -1.201 0.135
C -1.200 0.397 0.541 -0.457
H 1.689 1.176 -0.277 0.189
H -1.572 0.791 -0.381 0.182
H 0.345 1.850 0.902 0.191
H -1.896 -0.358 0.754 0.207
H 1.802 0.913 1.500 0.206
H -1.367 1.230 1.117 0.204
```


Most stable = *a*